Entry 1:
# C34H54N2O6PtS

C34H54N2O6PtS as an isolated structure (wB97M-V/def2-TZVPD, the OMol25 dataset).

```
! RIJCOSX wB97M-V def2-TZVPD def2/J DEFGRID3
* xyz -2 1
Pt -0.42 0.40 -0.85
C 2.17 2.23 0.87
N 2.32 0.80 0.71
C 3.29 0.47 -0.31
C 2.52 0.09 1.95
C 1.23 -0.03 2.76
N 0.16 -0.72 2.07
C -1.12 -0.53 2.73
C -1.63 0.89 2.72
C -1.67 1.60 3.90
C -2.26 2.85 4.00
C -2.89 3.32 2.85
C -2.91 2.64 1.63
C -2.17 1.43 1.51
O -2.08 0.81 0.36
C -3.68 3.26 0.45
C -4.34 2.20 -0.44
C -2.72 4.10 -0.41
C -4.80 4.19 0.94
C -2.22 3.63 5.31
C -2.91 2.81 6.42
C -2.94 4.98 5.21
C -0.77 3.89 5.72
C 0.44 -2.13 1.85
C -0.67 -2.86 1.13
C -1.41 -3.83 1.79
C -2.40 -4.55 1.13
C -2.60 -4.26 -0.22
C -1.89 -3.30 -0.93
C -0.91 -2.54 -0.22
O -0.14 -1.63 -0.79
C -2.17 -3.07 -2.42
C -0.87 -3.14 -3.22
C -2.85 -1.72 -2.65
C -3.11 -4.15 -2.98
C -3.27 -5.60 1.82
C -4.75 -5.19 1.74
C -3.10 -6.96 1.13
C -2.91 -5.77 3.29
H 3.11 2.72 1.17
H 1.41 2.45 1.62
H 1.82 2.67 -0.07
H 4.32 0.78 -0.04
H 3.01 0.96 -1.25
H 3.28 -0.61 -0.49
H 3.28 0.58 2.59
H 2.92 -0.90 1.71
H 0.87 0.97 3.00
H 1.48 -0.52 3.73
H -1.09 -0.90 3.77
H -1.85 -1.13 2.19
H -1.22 1.13 4.78
H -3.40 4.27 2.90
H -3.61 1.59 -0.96
H -4.97 2.70 -1.18
H -4.98 1.54 0.16
H -1.92 3.49 -0.82
H -2.28 4.90 0.19
H -3.27 4.55 -1.25
H -5.45 3.69 1.66
H -5.41 4.48 0.08
H -4.43 5.11 1.39
H -3.95 2.61 6.16
H -2.88 3.36 7.38
H -2.41 1.85 6.57
H -3.99 4.85 4.98
H -2.49 5.61 4.44
H -2.86 5.50 6.17
H -0.22 2.95 5.84
H -0.71 4.44 6.67
H -0.26 4.47 4.95
H 0.63 -2.65 2.82
H 1.34 -2.21 1.25
H -1.19 -4.02 2.83
H -3.37 -4.82 -0.75
H -0.19 -2.33 -2.94
H -1.09 -3.05 -4.29
H -0.36 -4.10 -3.06
H -2.24 -0.88 -2.33
H -3.80 -1.67 -2.10
H -3.06 -1.58 -3.71
H -2.70 -5.16 -2.84
H -3.23 -3.98 -4.05
H -4.10 -4.11 -2.53
H -5.08 -5.11 0.70
H -4.90 -4.21 2.20
H -5.39 -5.92 2.24
H -3.38 -6.91 0.07
H -3.72 -7.72 1.61
H -2.05 -7.28 1.18
H -3.04 -4.84 3.85
H -1.88 -6.10 3.42
H -3.56 -6.52 3.75
O 0.86 0.59 -2.44
S 0.25 1.97 -2.81
O -0.87 1.81 -3.71
O -0.25 2.36 -1.39
O 1.27 2.88 -3.29
*
```

gap between HOMO and LUMO: 5.938 eV
HOMO level: -1.822 eV

For reference, the Mulliken charges in units of e are: atom 1 (Pt): 3.22, atom 2 (C): -1.01, atom 3 (N): 1.24, atom 4 (C): -1.27, atom 5 (C): -1.60, atom 6 (C): -0.74, atom 7 (N): 1.26, atom 8 (C): -0.31, atom 9 (C): -0.17, atom 10 (C): -0.49, atom 11 (C): -0.66, atom 12 (C): 0.55, atom 13 (C): -1.18, atom 14 (C): 0.70, atom 15 (O): -1.71, atom 16 (C): 2.67, atom 17 (C): -1.92, atom 18 (C): -1.25, atom 19 (C): -2.30, atom 20 (C): 2.37, atom 21 (C): -1.74, atom 22 (C): -2.25, atom 23 (C): -1.69, atom 24 (C): -1.38, atom 25 (C): -0.38, atom 26 (C): 0.08, atom 27 (C): -0.55, atom 28 (C): 0.36, atom 29 (C): -0.72, atom 30 (C): 0.80, atom 31 (O): -1.53, atom 32 (C): 2.73, atom 33 (C): -1.76, atom 34 (C): -1.42, atom 35 (C): -2.49, atom 36 (C): 2.09, atom 37 (C): -1.63, atom 38 (C): -1.67, atom 39 (C): -2.19, atom 40 (H): 0.30, atom 41 (H): 0.12, atom 42 (H): 0.22, atom 43 (H): 0.33, atom 44 (H): 0.29, atom 45 (H): 0.29, atom 46 (H): 0.48, atom 47 (H): 0.41, atom 48 (H): 0.15, atom 49 (H): 0.22, atom 50 (H): 0.01, atom 51 (H): 0.26, atom 52 (H): 0.29, atom 53 (H): 0.36, atom 54 (H): 0.20, atom 55 (H): 0.48, atom 56 (H): 0.38, atom 57 (H): 0.06, atom 58 (H): 0.18, atom 59 (H): 0.43, atom 60 (H): 0.42, atom 61 (H): 0.47, atom 62 (H): 0.37, atom 63 (H): 0.34, atom 64 (H): 0.46, atom 65 (H): 0.32, atom 66 (H): 0.37, atom 67 (H): 0.39, atom 68 (H): 0.45, atom 69 (H): 0.31, atom 70 (H): 0.45, atom 71 (H): 0.36, atom 72 (H): 0.13, atom 73 (H): 0.48, atom 74 (H): 0.36, atom 75 (H): 0.28, atom 76 (H): 0.29, atom 77 (H): 0.46, atom 78 (H): 0.34, atom 79 (H): 0.01, atom 80 (H): 0.26, atom 81 (H): 0.49, atom 82 (H): 0.41, atom 83 (H): 0.48, atom 84 (H): 0.37, atom 85 (H): 0.29, atom 86 (H): 0.34, atom 87 (H): 0.46, atom 88 (H): 0.29, atom 89 (H): 0.46, atom 90 (H): 0.36, atom 91 (H): 0.40, atom 92 (H): 0.37, atom 93 (H): 0.44, atom 94 (O): -0.75, atom 95 (S): 1.01, atom 96 (O): -0.70, atom 97 (O): -0.83, atom 98 (O): -0.76

=====

Entry 2:
# C54H134N10O2

A 10-piece molecular cluster, C54H134N10O2 overall (wB97M-V/def2-TZVPD, the OMol25 dataset).

```
! RIJCOSX wB97M-V def2-TZVPD def2/J DEFGRID3
* xyz 0 1
C 0.52 9.69 9.94
C 1.33 8.51 9.46
N 1.21 8.34 8.02
C -0.02 7.81 7.46
C -0.67 6.75 8.33
C 1.72 9.45 7.25
C 3.19 9.82 7.52
H 1.08 10.62 9.88
H 0.34 9.63 11.02
H -0.51 9.73 9.58
H 2.37 8.63 9.73
H 0.95 7.62 9.96
H -0.77 8.58 7.32
H 0.20 7.44 6.46
H -1.10 7.19 9.23
H -1.56 6.37 7.82
H -0.02 5.94 8.66
H 1.13 10.36 7.37
H 1.64 9.16 6.20
H 3.34 10.43 8.42
H 3.65 10.29 6.65
H 3.83 8.94 7.46
C -8.16 -8.10 5.95
C -7.36 -6.93 5.37
N -8.23 -5.76 5.05
C -7.39 -4.64 4.53
C -6.44 -3.98 5.52
C -9.18 -6.17 3.95
C -10.29 -5.16 3.64
H -8.91 -7.82 6.69
H -7.51 -8.88 6.35
H -8.73 -8.66 5.21
H -6.70 -6.68 6.20
H -6.77 -7.30 4.53
H -6.82 -4.97 3.66
H -8.04 -3.82 4.22
H -5.77 -4.65 6.05
H -5.85 -3.18 5.07
H -7.01 -3.51 6.32
H -9.72 -7.11 4.07
H -8.62 -6.28 3.02
H -10.01 -4.15 3.36
H -11.00 -5.09 4.46
H -10.79 -5.50 2.73
C -3.35 -9.76 -6.52
C -2.58 -8.50 -6.68
N -2.94 -7.54 -5.59
C -2.65 -8.03 -4.22
C -3.24 -7.19 -3.05
C -2.21 -6.31 -5.81
C -2.37 -5.66 -7.24
H -4.39 -9.63 -6.24
H -2.89 -10.25 -5.66
H -3.25 -10.44 -7.36
H -1.49 -8.60 -6.68
H -2.93 -8.10 -7.63
H -3.09 -9.00 -4.00
H -1.60 -8.27 -4.05
H -2.93 -6.15 -3.06
H -4.31 -7.15 -3.28
H -2.98 -7.62 -2.08
H -1.16 -6.42 -5.56
H -2.66 -5.57 -5.15
H -2.04 -4.62 -7.19
H -3.41 -5.65 -7.56
H -1.70 -6.15 -7.94
C -8.61 -0.90 -6.80
C -8.14 -1.35 -5.40
N -9.01 -0.89 -4.32
C -8.44 -1.21 -3.03
C -7.11 -0.51 -2.71
C -10.42 -1.35 -4.42
C -11.45 -0.77 -3.43
H -7.80 -1.07 -7.51
H -8.78 0.18 -6.82
H -9.43 -1.52 -7.16
H -8.00 -2.43 -5.26
H -7.16 -0.88 -5.31
H -8.31 -2.28 -2.86
H -9.12 -0.93 -2.23
H -7.22 0.57 -2.57
H -6.32 -0.76 -3.41
H -6.73 -0.77 -1.72
H -10.81 -0.99 -5.37
H -10.39 -2.44 -4.38
H -12.44 -1.13 -3.73
H -11.18 -1.15 -2.44
H -11.40 0.32 -3.41
C 5.60 0.74 5.48
C 5.44 2.01 6.31
N 6.71 2.71 6.40
C 6.82 3.61 5.25
C 8.21 4.29 5.17
C 6.80 3.33 7.70
C 7.16 2.24 8.76
H 5.75 0.91 4.41
H 4.67 0.18 5.53
H 6.47 0.22 5.89
H 4.70 2.62 5.80
H 5.03 1.74 7.28
H 6.69 3.19 4.25
H 6.14 4.46 5.32
H 8.33 5.05 5.95
H 8.98 3.55 5.34
H 8.36 4.82 4.24
H 5.84 3.82 7.89
H 7.55 4.12 7.80
H 6.44 1.43 8.71
H 7.25 2.63 9.78
H 8.02 1.67 8.43
C 8.81 -7.54 1.99
C 10.06 -8.26 1.55
N 10.04 -8.75 0.15
C 11.30 -9.48 -0.11
C 12.52 -8.61 -0.02
C 8.89 -9.64 -0.07
C 8.68 -10.11 -1.50
H 7.90 -8.13 2.06
H 8.55 -6.75 1.29
H 8.96 -7.05 2.96
H 10.88 -7.55 1.66
H 10.26 -9.08 2.25
H 11.41 -10.34 0.54
H 11.31 -9.85 -1.14
H 12.48 -7.71 -0.64
H 12.71 -8.27 1.00
H 13.38 -9.16 -0.39
H 7.94 -9.14 0.13
H 8.89 -10.44 0.68
H 8.86 -9.29 -2.21
H 7.70 -10.56 -1.64
H 9.40 -10.87 -1.81
C 2.23 2.73 -5.66
C 3.53 1.95 -5.58
N 4.51 2.30 -4.53
C 5.72 1.51 -4.72
C 6.60 1.52 -3.46
C 4.69 3.77 -4.31
C 5.45 4.44 -5.46
H 1.50 2.28 -6.33
H 2.39 3.75 -6.04
H 1.71 2.77 -4.71
H 3.23 0.91 -5.41
H 4.00 1.96 -6.56
H 5.44 0.46 -4.78
H 6.33 1.66 -5.61
H 7.10 2.48 -3.31
H 6.01 1.19 -2.60
H 7.47 0.87 -3.52
H 5.22 3.94 -3.37
H 3.70 4.18 -4.10
H 5.46 5.52 -5.32
H 4.93 4.33 -6.41
H 6.49 4.14 -5.62
C -5.24 14.07 2.26
C -5.85 12.66 2.00
N -5.44 12.10 0.68
C -5.81 12.94 -0.48
C -7.33 13.14 -0.57
C -4.01 11.73 0.64
C -3.70 10.64 -0.40
H -4.20 14.10 1.92
H -5.25 14.19 3.35
H -5.73 14.94 1.84
H -5.41 11.94 2.69
H -6.93 12.65 2.13
H -5.40 12.53 -1.40
H -5.35 13.93 -0.41
H -7.90 12.21 -0.69
H -7.58 13.69 -1.48
H -7.67 13.75 0.26
H -3.35 12.60 0.58
H -3.68 11.24 1.55
H -2.72 10.20 -0.19
H -4.44 9.85 -0.44
H -3.61 11.09 -1.38
C 0.19 0.80 0.57
N 0.98 -0.29 -0.07
C 0.84 -1.59 0.19
C 1.73 -2.58 -0.49
O 0.06 -1.98 1.02
H -0.36 1.38 -0.16
H 0.95 1.43 1.04
H -0.38 0.43 1.42
H 1.49 0.01 -0.89
H 2.07 -2.19 -1.44
H 1.17 -3.44 -0.86
H 2.56 -2.80 0.19
C 3.49 -4.07 -12.11
N 3.75 -5.09 -11.08
C 4.55 -4.93 -10.02
C 4.81 -6.15 -9.08
O 5.02 -3.83 -9.71
H 3.38 -4.47 -13.12
H 4.27 -3.31 -12.15
H 2.53 -3.59 -11.91
H 3.39 -6.03 -11.16
H 3.98 -6.85 -9.21
H 4.75 -5.84 -8.03
H 5.72 -6.70 -9.31
*
```

gap between HOMO and LUMO: 8.428 eV
HOMO level: -7.990 eV
SMILES: CCN(CC)CC.CCN(CC)CC.CCN(CC)CC.CCN(CC)CC.CCN(CC)CC.CCN(CC)CC.CCN(CC)CC.CCN(CC)CC.CNC(C)=O.CNC(C)=O

Results of the Mulliken charge analysis, in e, for atoms 1 through 99: atom 1 (C): -1.05, atom 2 (C): -0.75, atom 3 (N): 0.05, atom 4 (C): -0.31, atom 5 (C): -1.39, atom 6 (C): -0.49, atom 7 (C): -1.39, atom 8 (H): 0.31, atom 9 (H): 0.41, atom 10 (H): 0.25, atom 11 (H): 0.36, atom 12 (H): 0.35, atom 13 (H): 0.32, atom 14 (H): 0.39, atom 15 (H): 0.32, atom 16 (H): 0.39, atom 17 (H): 0.34, atom 18 (H): 0.37, atom 19 (H): 0.45, atom 20 (H): 0.28, atom 21 (H): 0.43, atom 22 (H): 0.35, atom 23 (C): -1.40, atom 24 (C): -0.22, atom 25 (N): -0.15, atom 26 (C): -0.28, atom 27 (C): -1.33, atom 28 (C): -0.28, atom 29 (C): -1.33, atom 30 (H): 0.36, atom 31 (H): 0.42, atom 32 (H): 0.33, atom 33 (H): 0.29, atom 34 (H): 0.29, atom 35 (H): 0.36, atom 36 (H): 0.25, atom 37 (H): 0.33, atom 38 (H): 0.39, atom 39 (H): 0.32, atom 40 (H): 0.29, atom 41 (H): 0.31, atom 42 (H): 0.34, atom 43 (H): 0.30, atom 44 (H): 0.39, atom 45 (C): -1.32, atom 46 (C): -0.37, atom 47 (N): -0.07, atom 48 (C): -0.48, atom 49 (C): -1.32, atom 50 (C): -0.38, atom 51 (C): -1.45, atom 52 (H): 0.34, atom 53 (H): 0.30, atom 54 (H): 0.39, atom 55 (H): 0.37, atom 56 (H): 0.35, atom 57 (H): 0.34, atom 58 (H): 0.43, atom 59 (H): 0.30, atom 60 (H): 0.33, atom 61 (H): 0.40, atom 62 (H): 0.41, atom 63 (H): 0.31, atom 64 (H): 0.43, atom 65 (H): 0.36, atom 66 (H): 0.33, atom 67 (C): -1.42, atom 68 (C): -0.37, atom 69 (N): -0.02, atom 70 (C): -0.38, atom 71 (C): -1.33, atom 72 (C): -0.45, atom 73 (C): -1.28, atom 74 (H): 0.45, atom 75 (H): 0.32, atom 76 (H): 0.35, atom 77 (H): 0.42, atom 78 (H): 0.26, atom 79 (H): 0.36, atom 80 (H): 0.27, atom 81 (H): 0.30, atom 82 (H): 0.33, atom 83 (H): 0.43, atom 84 (H): 0.35, atom 85 (H): 0.37, atom 86 (H): 0.40, atom 87 (H): 0.32, atom 88 (H): 0.32, atom 89 (C): -1.28, atom 90 (C): -0.64, atom 91 (N): 0.19, atom 92 (C): -0.47, atom 93 (C): -1.34, atom 94 (C): -0.55, atom 95 (C): -1.23, atom 96 (H): 0.28, atom 97 (H): 0.40, atom 98 (H): 0.31, atom 99 (H): 0.34

=====

Entry 3:
# C4H10N2O

One molecule with the formula C4H10N2O (wB97M-V/def2-TZVPD, the OMol25 dataset).

```
! RIJCOSX wB97M-V def2-TZVPD def2/J DEFGRID3
* xyz 0 1
C -0.53 -1.92 0.90
N 0.15 -0.65 0.54
C 1.59 -0.65 0.72
C -0.48 0.06 -0.50
O -1.14 -0.50 -1.35
C -0.19 1.54 -0.53
N -0.89 2.33 -1.54
H -1.48 -1.62 1.32
H -0.61 -2.56 0.03
H 0.13 -2.45 1.59
H 2.15 -1.19 -0.06
H 1.97 -0.98 1.68
H 1.91 0.39 0.60
H -0.34 1.93 0.48
H 0.87 1.60 -0.80
H -1.56 2.88 -1.01
H -1.56 1.78 -2.06
*
```

gap between HOMO and LUMO: 9.904 eV
HOMO level: -9.047 eV
SMILES: CN(C)C(=O)CN

For reference, the Mulliken charges in units of e are: atom 1 (C): -0.90, atom 2 (N): 0.06, atom 3 (C): -0.94, atom 4 (C): 0.59, atom 5 (O): -0.60, atom 6 (C): -0.52, atom 7 (N): -0.67, atom 8 (H): 0.27, atom 9 (H): 0.31, atom 10 (H): 0.34, atom 11 (H): 0.33, atom 12 (H): 0.35, atom 13 (H): 0.32, atom 14 (H): 0.36, atom 15 (H): 0.16, atom 16 (H): 0.28, atom 17 (H): 0.28

=====

Entry 4:
# C5H9NO

One molecule with the formula C5H9NO (wB97M-V/def2-TZVPD, the OMol25 dataset).

```
! RIJCOSX wB97M-V def2-TZVPD def2/J DEFGRID3
* xyz 0 1
O -0.67 -2.13 1.14
C 0.15 -0.99 1.22
C -0.57 0.36 0.97
C 0.11 0.42 -0.40
C 0.30 1.55 -1.32
N -0.60 0.43 -1.67
C 1.04 -0.73 -0.02
H -1.07 -2.14 0.26
H 0.67 -1.07 2.18
H -0.26 1.16 1.65
H -1.67 0.30 0.98
H 1.20 1.61 -1.92
H -0.15 2.51 -1.06
H -1.56 0.71 -1.53
H 1.11 -1.55 -0.73
H 2.05 -0.38 0.24
*
```

gap between HOMO and LUMO: 10.578 eV
HOMO level: -9.561 eV
SMILES: O[C@H]1C[C@]2(CN2)C1

For reference, the Mulliken charges in units of e are: atom 1 (O): -0.56, atom 2 (C): 0.05, atom 3 (C): -0.73, atom 4 (C): 0.67, atom 5 (C): -0.57, atom 6 (N): -0.69, atom 7 (C): -0.88, atom 8 (H): 0.35, atom 9 (H): 0.39, atom 10 (H): 0.26, atom 11 (H): 0.33, atom 12 (H): 0.25, atom 13 (H): 0.24, atom 14 (H): 0.25, atom 15 (H): 0.37, atom 16 (H): 0.28

=====

Entry 5:
# C20H20N5O7P2Ru

C20H20N5O7P2Ru as an isolated structure (wB97M-V/def2-TZVPD, the OMol25 dataset).

```
! RIJCOSX wB97M-V def2-TZVPD def2/J DEFGRID3
* xyz 0 2
Ru -0.17 0.28 -1.44
C 4.06 -3.30 3.11
C 3.10 -2.36 2.43
C 2.14 -1.65 3.15
C 1.28 -0.77 2.51
C 1.33 -0.56 1.13
N 0.50 0.35 0.52
C -0.72 0.79 0.99
C -1.69 -0.01 1.62
C -2.96 0.46 1.84
C -3.34 1.75 1.46
C -4.77 2.18 1.55
C -2.38 2.57 0.90
C -1.10 2.09 0.66
N -0.16 2.89 -0.04
C 0.28 4.12 0.26
C 1.18 4.47 -0.73
C 1.22 3.37 -1.59
N 0.40 2.42 -1.16
C 2.31 -1.26 0.42
C 3.17 -2.14 1.07
N 2.43 -1.09 -0.98
C 2.92 -1.97 -1.86
C 2.80 -1.43 -3.13
C 2.19 -0.20 -2.92
N 1.98 0.02 -1.61
H 3.64 -3.69 4.04
H 4.99 -2.79 3.35
H 4.30 -4.15 2.47
H 2.08 -1.77 4.22
H 0.56 -0.20 3.09
H -1.43 -1.04 1.86
H -3.71 -0.20 2.26
H -5.24 1.85 2.47
H -5.30 1.72 0.71
H -4.87 3.26 1.46
H -2.63 3.57 0.57
H -0.06 4.65 1.13
H 1.73 5.39 -0.81
H 1.79 3.23 -2.49
H 3.92 -2.67 0.50
H 3.30 -2.93 -1.57
H 3.10 -1.87 -4.06
H 1.92 0.56 -3.64
O -3.45 -0.48 -3.44
P -3.17 0.03 -1.96
O -4.39 0.36 -1.23
O -2.02 1.07 -1.98
O -2.47 -1.30 -1.26
P -1.21 -2.04 -1.95
O -1.75 -3.48 -2.37
O -0.15 -2.09 -0.89
O -0.79 -1.30 -3.20
H -2.61 -0.74 -3.85
H -2.08 -3.98 -1.61
*
```

gap between HOMO and LUMO (alpha / beta): 6.804 / 6.453 eV
HOMO level (alpha / beta): -7.555 / -7.638 eV

For reference, the Mulliken charges in units of e are: atom 1 (Ru): 0.27, atom 2 (C): -1.57, atom 3 (C): 0.22, atom 4 (C): -1.11, atom 5 (C): -0.48, atom 6 (C): 1.26, atom 7 (N): 0.01, atom 8 (C): 0.78, atom 9 (C): -0.31, atom 10 (C): -0.73, atom 11 (C): 0.72, atom 12 (C): -1.65, atom 13 (C): -0.41, atom 14 (C): -0.25, atom 15 (N): 0.67, atom 16 (C): 0.01, atom 17 (C): -1.12, atom 18 (C): -0.42, atom 19 (N): -0.11, atom 20 (C): 0.01, atom 21 (C): -0.67, atom 22 (N): 0.49, atom 23 (C): 0.09, atom 24 (C): -1.20, atom 25 (C): 0.14, atom 26 (N): -0.74, atom 27 (H): 0.39, atom 28 (H): 0.29, atom 29 (H): 0.37, atom 30 (H): 0.38, atom 31 (H): 0.45, atom 32 (H): 0.55, atom 33 (H): 0.38, atom 34 (H): 0.41, atom 35 (H): 0.26, atom 36 (H): 0.39, atom 37 (H): 0.41, atom 38 (H): 0.49, atom 39 (H): 0.42, atom 40 (H): 0.43, atom 41 (H): 0.39, atom 42 (H): 0.40, atom 43 (H): 0.43, atom 44 (H): 0.43, atom 45 (O): -0.59, atom 46 (P): 0.82, atom 47 (O): -0.67, atom 48 (O): -0.50, atom 49 (O): -0.03, atom 50 (P): 0.65, atom 51 (O): -0.59, atom 52 (O): -0.22, atom 53 (O): -0.77, atom 54 (H): 0.40, atom 55 (H): 0.34

=====

Entry 6:
# C3H8O2

A 2-piece molecular cluster, C3H8O2 overall (wB97M-V/def2-TZVPD, the OMol25 dataset).

```
! RIJCOSX wB97M-V def2-TZVPD def2/J DEFGRID3
* xyz -1 2
O 1.99 -5.48 3.13
C 1.28 -5.27 2.06
H 0.58 -6.07 1.75
H 1.09 -4.26 1.68
C -0.43 3.44 -1.42
O -1.06 2.31 -0.80
C -1.35 4.02 -2.47
H -0.16 4.16 -0.64
H 0.48 3.12 -1.86
H -0.98 2.41 0.14
H -1.98 4.82 -2.09
H -0.80 4.40 -3.34
H -1.97 3.20 -2.84
*
```

gap between HOMO and LUMO (alpha / beta): 1.813 / 4.714 eV
HOMO level (alpha / beta): 0.692 / -2.216 eV

For reference, the Mulliken charges in units of e are: atom 1 (O): -0.74, atom 2 (C): -0.49, atom 3 (H): 0.12, atom 4 (H): 0.12, atom 5 (C): -0.19, atom 6 (O): -0.52, atom 7 (C): -0.94, atom 8 (H): 0.28, atom 9 (H): 0.23, atom 10 (H): 0.30, atom 11 (H): 0.25, atom 12 (H): 0.29, atom 13 (H): 0.29

=====

| no. | electronic energy (Eh) |
| --- | --- |
| 1 | -2406.50240 |
| 2 | -2835.66948 |
| 3 | -343.13776 |
| 4 | -325.83997 |
| 5 | -2352.43843 |
| 6 | -269.49401 |